Entry 1:
{"formula": "C7H9BrFN", "method": "wB97M-V/def2-TZVPD", "de_lowest_kcal_mol": 0.0, "e_lumo_ev": 0.65, "homo_energy_ev": -8.637, "total_energy_ev": -81651.440, "symbols": ["C", "C", "C", "C", "C", "C", "C", "N", "F", "Br", "H", "H", "H", "H", "H", "H", "H", "H", "H"], "positions_angstrom": [[0.144, -0.351, 1.933], [0.939, -1.275, -1.436], [1.119, -1.109, -0.101], [0.234, 2.804, -0.427], [-1.391, -1.764, 0.565], [0.146, 1.896, -1.430], [0.003, -1.119, 0.889], [0.309, 0.269, 2.950], [2.333, -0.757, 0.422], [-1.225, 2.000, -2.738], [1.762, -1.412, -2.119], [0.027, -1.684, -1.730], [0.060, 1.233, 3.041], [-0.364, 3.724, -0.407], [0.723, 2.537, 0.436], [-1.352, -2.874, 0.089], [-1.994, -1.838, 1.548], [-2.116, -1.200, -0.081], [0.645, 0.919, -1.403]], "nbo_charge": [0.48, -0.55, 0.45, -0.41, -0.62, -0.27, -0.33, -0.60, -0.33, 0.03, 0.23, 0.22, 0.39, 0.21, 0.20, 0.23, 0.23, 0.23, 0.23]}

---

Entry 2:
{"formula": "C7H9Cl2N4O", "method": "wB97M-V/def2-TZVPD", "de_lowest_kcal_mol": 66.5, "e_lumo_ev": 2.84, "charge": -1, "homo_energy_ev": -3.342, "total_energy_ev": -40454.210, "symbols": ["C", "C", "C", "C", "C", "C", "C", "N", "N", "N", "N", "O", "Cl", "Cl", "H", "H", "H", "H", "H", "H", "H", "H", "H"], "positions_angstrom": [[4.156, -0.071, 0.266], [-0.452, -0.888, 0.103], [0.556, -0.833, -1.013], [0.441, -2.116, -0.252], [-1.940, -0.694, -0.145], [-0.044, -0.045, 1.267], [1.062, -0.244, -2.061], [4.808, 1.136, -0.002], [3.923, 2.029, -0.197], [2.799, 1.430, -0.117], [2.773, 0.163, 0.175], [4.828, -1.107, 0.410], [-0.458, -3.481, -0.643], [1.898, -2.511, 0.766], [-2.258, 0.335, -0.455], [-2.512, -0.687, 0.860], [-2.296, -1.399, -0.803], [1.092, 0.243, 1.179], [-0.194, -0.467, 2.330], [-0.663, 0.994, 1.294], [0.947, 0.816, -2.204], [1.712, -0.732, -2.831], [1.886, 1.862, -0.304]], "nbo_charge": [0.59, -0.14, 0.03, -0.12, -0.59, -0.65, -0.36, -0.39, -0.09, -0.18, -0.49, -0.76, 0.03, 0.03, 0.21, 0.21, 0.21, 0.29, 0.21, 0.18, 0.19, 0.21, 0.37]}

---

Entry 3:
{"formula": "C7H9Cl9N2", "method": "wB97M-V/def2-TZVPD", "de_lowest_kcal_mol": 5.7, "e_lumo_ev": 0.31, "homo_energy_ev": -11.191, "total_energy_ev": -123086.016, "symbols": ["C", "C", "N", "H", "H", "H", "C", "C", "N", "H", "H", "H", "C", "Cl", "Cl", "Cl", "H", "C", "Cl", "Cl", "Cl", "H", "C", "Cl", "Cl", "Cl", "H"], "positions_angstrom": [[-3.445, 3.618, 1.480], [-3.145, 4.977, 1.880], [-2.902, 6.051, 2.202], [-3.600, 3.584, 0.400], [-4.331, 3.245, 1.983], [-2.576, 2.985, 1.656], [0.455, -0.921, 0.689], [-0.487, 0.178, 0.760], [-1.252, 1.030, 0.816], [-0.058, -1.792, 0.287], [0.922, -1.085, 1.656], [1.260, -0.689, -0.010], [-2.539, -3.901, -2.132], [-3.002, -4.238, -3.787], [-3.910, -3.325, -1.188], [-1.211, -2.735, -2.089], [-2.177, -4.810, -1.671], [3.254, 2.794, 2.460], [2.108, 1.485, 2.766], [2.851, 4.217, 3.422], [3.300, 3.180, 0.749], [4.229, 2.458, 2.785], [3.275, -3.197, -3.109], [4.699, -4.180, -2.856], [2.976, -2.176, -1.712], [1.859, -4.190, -3.469], [3.449, -2.563, -3.967]], "nbo_charge": [-0.73, 0.29, -0.35, 0.25, 0.25, 0.28, -0.73, 0.31, -0.36, 0.26, 0.26, 0.25, -0.29, 0.03, 0.03, 0.01, 0.23, -0.29, 0.00, 0.03, 0.03, 0.23, -0.29, 0.03, 0.01, 0.02, 0.23]}

---

Entry 4:
{"formula": "C7H9ClN2O6Pd", "method": "wB97M-V/def2-TZVPD", "de_lowest_kcal_mol": 0.0, "e_lumo_ev": 5.19, "charge": -2, "homo_energy_ev": 0.086, "total_energy_ev": -38666.231, "symbols": ["Pd", "O", "Cl", "O", "O", "O", "C", "O", "C", "O", "H", "H", "H", "N", "C", "C", "C", "C", "C", "N", "H", "H", "H", "H", "H", "H"], "positions_angstrom": [[-0.594, 2.468, 1.240], [-1.460, -3.378, -3.033], [-0.498, -3.425, -1.952], [-1.209, -3.538, -0.691], [0.280, -2.208, -1.935], [0.368, -4.569, -2.127], [-1.255, 3.373, 4.260], [0.082, 3.692, 3.971], [0.537, 3.348, 2.638], [1.692, 3.689, 2.470], [-1.310, 2.939, 5.265], [-1.647, 2.658, 3.526], [-1.890, 4.270, 4.235], [-1.458, -0.561, 0.261], [-2.130, 0.348, -0.498], [-3.118, -0.080, -1.410], [-3.806, 0.856, -2.135], [-3.516, 2.211, -1.957], [-2.535, 2.540, -1.047], [-1.851, 1.642, -0.324], [-1.322, -1.456, -0.197], [-0.606, -0.166, 0.651], [-3.291, -1.141, -1.536], [-4.560, 0.541, -2.847], [-4.028, 2.984, -2.515], [-2.253, 3.570, -0.868]], "nbo_charge": [-0.40, -0.88, 2.54, -0.89, -0.87, -0.88, -0.26, -0.63, 0.47, -0.72, 0.14, 0.20, 0.14, -0.79, 0.41, -0.29, -0.17, -0.35, 0.06, -0.48, 0.42, 0.41, 0.23, 0.20, 0.20, 0.21]}

---

Entry 5:
{"formula": "C7H9ClO2Zn", "method": "wB97M-V/def2-TZVPD", "e_lumo_ev": -13.55, "charge": 2, "homo_energy_ev": -16.116, "total_energy_ev": -72416.527, "symbols": ["C", "C", "C", "O", "O", "C", "C", "C", "C", "Cl", "H", "H", "H", "H", "H", "H", "H", "H", "H", "Zn"], "positions_angstrom": [[-3.126, -0.340, -0.262], [-2.384, -1.280, -0.148], [-1.278, -2.197, 0.033], [-1.535, -3.404, 0.332], [-0.048, -1.848, -0.062], [0.268, -0.752, -0.986], [0.263, 0.628, -0.297], [1.569, 0.925, 0.510], [2.032, 2.366, 0.160], [1.128, 0.948, 2.265], [-3.655, 0.598, -0.317], [-0.417, -0.706, -1.842], [1.252, -0.976, -1.408], [0.060, 1.431, -1.014], [-0.554, 0.632, 0.432], [2.346, 0.185, 0.311], [2.774, 2.679, 0.898], [1.158, 3.019, 0.275], [2.428, 2.434, -0.858], [-2.282, -4.344, 1.977]], "nbo_charge": [0.09, -0.28, 0.83, -0.82, -0.36, -0.10, -0.46, -0.18, -0.62, -0.02, 0.29, 0.23, 0.25, 0.26, 0.23, 0.22, 0.25, 0.22, 0.23, 1.72]}

---

Entry 6:
{"formula": "C7H9F", "method": "wB97M-V/def2-TZVPD", "de_lowest_kcal_mol": 63.7, "e_lumo_ev": 1.05, "homo_energy_ev": -9.204, "total_energy_ev": -10118.668, "symbols": ["C", "C", "C", "C", "C", "C", "C", "H", "H", "H", "H", "H", "H", "H", "H", "H", "F"], "positions_angstrom": [[0.149, -1.238, -1.485], [0.723, -0.371, -0.342], [0.312, 1.071, -0.170], [0.708, 1.058, 1.286], [0.113, -0.432, 1.107], [-1.388, -0.126, 0.692], [-1.167, 0.890, -0.081], [0.121, -0.858, -2.614], [-0.921, -1.427, -1.394], [1.920, -0.385, -0.191], [0.673, 1.809, -0.961], [1.775, 0.953, 1.253], [0.210, 1.774, 2.012], [0.299, -1.054, 1.984], [-2.305, -0.704, 0.943], [-1.877, 1.653, -0.532], [0.655, -2.615, -1.508]], "nbo_charge": [0.03, -0.23, -0.27, -0.38, -0.23, -0.22, -0.21, 0.18, 0.19, 0.22, 0.21, 0.20, 0.22, 0.22, 0.23, 0.22, -0.39]}

---

Entry 7:
{"formula": "C7H9F3N2", "method": "wB97M-V/def2-TZVPD", "de_lowest_kcal_mol": 2.4, "e_lumo_ev": 0.68, "homo_energy_ev": -8.547, "total_energy_ev": -18536.632, "symbols": ["C", "C", "C", "C", "C", "C", "C", "N", "N", "F", "F", "F", "H", "H", "H", "H", "H", "H", "H", "H", "H"], "positions_angstrom": [[2.169, -1.488, -0.930], [1.128, -0.461, -1.037], [2.164, -1.776, 0.448], [0.408, -0.497, 0.145], [-0.658, 1.791, 0.661], [-0.812, 0.288, 0.647], [-2.165, -0.280, -0.253], [1.060, -1.259, 1.013], [-0.219, 2.409, -0.515], [-3.377, -0.213, 0.377], [-2.416, 0.271, -1.443], [-1.901, -1.548, -0.469], [2.941, -1.684, -1.709], [0.996, -0.022, -2.013], [2.763, -2.341, 1.056], [0.060, 1.951, 1.530], [-1.664, 2.278, 1.098], [-0.997, -0.152, 1.603], [0.904, -1.377, 1.985], [0.548, 1.807, -0.911], [-0.933, 2.302, -1.280]], "nbo_charge": [-0.29, -0.33, -0.07, 0.11, -0.22, -0.29, 0.97, -0.49, -0.82, -0.34, -0.33, -0.32, 0.23, 0.23, 0.20, 0.19, 0.20, 0.22, 0.41, 0.36, 0.36]}

---

Entry 8:
{"formula": "C7H9FeNO2", "method": "wB97M-V/def2-TZVPD", "de_lowest_kcal_mol": 0.0, "e_lumo_ev": [-0.45, -0.66], "s2": 6.03, "homo_energy_ev": [-7.450, -9.094], "total_energy_ev": -47375.184, "multiplicity": 5, "symbols": ["Fe", "C", "H", "H", "H", "H", "H", "O", "C", "O", "C", "C", "C", "C", "C", "N", "H", "H", "H", "H"], "positions_angstrom": [[-0.131, -0.141, -0.207], [0.587, -0.200, -2.062], [1.680, -0.319, -1.953], [0.150, -1.144, -2.432], [0.310, 0.674, -2.669], [-1.210, 1.030, -0.837], [-1.676, 0.364, -0.755], [1.625, -2.526, 2.432], [1.066, -1.630, 1.812], [0.997, -1.495, 0.525], [0.360, -0.546, 2.578], [0.323, -0.539, 3.962], [-0.356, 0.496, 4.608], [-0.977, 1.476, 3.799], [-0.906, 1.394, 2.410], [-0.246, 0.390, 1.804], [0.839, -1.362, 4.441], [-0.392, 0.527, 5.694], [-1.525, 2.311, 4.239], [-1.380, 2.133, 1.744]], "nbo_charge": [1.34, -1.23, 0.23, 0.22, 0.20, 0.03, -0.02, -0.61, 0.73, -0.82, 0.11, -0.21, -0.14, -0.25, 0.05, -0.57, 0.27, 0.23, 0.23, 0.21]}

---

Entry 9:
{"formula": "C7H9N", "method": "wB97M-V/def2-TZVPD", "de_lowest_kcal_mol": 21.1, "e_lumo_ev": 0.96, "homo_energy_ev": -7.751, "total_energy_ev": -8894.242, "symbols": ["C", "C", "N", "C", "C", "C", "C", "C", "H", "H", "H", "H", "H", "H", "H", "H", "H"], "positions_angstrom": [[0.188, 1.575, 0.427], [1.055, 1.872, -0.580], [1.165, 0.748, -1.368], [0.447, -0.294, -0.827], [-0.215, 0.219, 0.273], [-1.213, -0.509, 1.050], [-1.985, -0.026, 2.016], [0.787, -1.715, -1.151], [-0.261, 2.291, 1.094], [1.669, 2.716, -0.848], [1.823, 0.615, -2.116], [-1.397, -1.518, 0.700], [-1.915, 0.937, 2.506], [-2.754, -0.670, 2.433], [1.851, -1.904, -1.008], [0.497, -1.994, -2.161], [0.260, -2.344, -0.440]], "nbo_charge": [-0.29, -0.06, -0.51, 0.15, -0.15, -0.18, -0.40, -0.64, 0.22, 0.21, 0.40, 0.20, 0.19, 0.19, 0.22, 0.22, 0.23]}

---

Entry 10:
{"formula": "C7H9N", "method": "wB97M-V/def2-TZVPD", "de_lowest_kcal_mol": 51.7, "e_lumo_ev": 0.99, "homo_energy_ev": -9.348, "total_energy_ev": -8892.917, "symbols": ["C", "C", "C", "C", "C", "C", "C", "H", "H", "H", "H", "H", "H", "H", "H", "H", "N"], "positions_angstrom": [[-1.108, -1.390, -0.124], [-0.255, -0.278, -0.145], [-0.711, 1.020, -0.133], [-2.099, 1.152, -0.066], [-2.866, 0.031, 0.139], [2.698, -0.740, 0.044], [2.559, 0.558, 0.146], [-0.772, -2.471, -0.077], [0.732, -0.481, -0.334], [-0.001, 1.815, -0.113], [-2.415, 2.193, -0.076], [-3.931, 0.093, 0.417], [2.560, -1.412, 0.884], [2.962, -1.193, -0.950], [2.230, 1.127, 1.030], [2.818, 1.210, -0.702], [-2.400, -1.235, 0.060]], "nbo_charge": [0.03, -0.26, -0.18, -0.26, 0.01, -0.40, -0.39, 0.20, 0.22, 0.22, 0.22, 0.20, 0.20, 0.21, 0.20, 0.20, -0.42]}

---

Entry 11:
{"formula": "C7H9N", "method": "wB97M-V/def2-TZVPD", "de_lowest_kcal_mol": 214.1, "e_lumo_ev": -2.51, "homo_energy_ev": -7.295, "total_energy_ev": -8885.874, "symbols": ["C", "C", "N", "C", "C", "C", "C", "C", "H", "H", "H", "H", "H", "H", "H", "H", "H"], "positions_angstrom": [[-1.243, -1.249, 0.011], [-2.558, -0.792, 0.180], [-3.182, 0.071, 0.957], [1.290, -1.038, -0.016], [0.102, -0.389, -0.069], [-0.235, 1.074, -0.495], [2.979, 0.885, 0.219], [2.475, -0.509, -0.099], [-1.188, -2.211, -0.294], [-3.291, -1.532, 0.028], [-4.250, 0.059, 0.934], [0.649, 1.721, -0.439], [-0.956, 1.384, 0.230], [-0.506, 1.018, -1.596], [4.004, 0.924, 0.061], [2.635, 1.376, 1.064], [3.277, -0.792, -0.676]], "nbo_charge": [-0.02, -0.02, -0.53, -0.06, -0.02, -0.69, -0.36, -0.29, 0.21, 0.17, 0.35, 0.23, 0.24, 0.23, 0.17, 0.17, 0.23]}

---

Entry 12:
{"formula": "C7H9N", "method": "wB97M-V/def2-TZVPD", "de_lowest_kcal_mol": 119.2, "e_lumo_ev": -0.24, "homo_energy_ev": -8.523, "total_energy_ev": -8889.988, "symbols": ["C", "C", "C", "C", "C", "C", "C", "H", "H", "H", "H", "H", "H", "H", "H", "H", "N"], "positions_angstrom": [[1.713, -1.058, -0.058], [0.805, 0.107, -0.256], [1.483, 1.348, 0.146], [-0.549, 0.069, -0.050], [-1.443, -0.908, -0.167], [-2.807, -0.776, 0.160], [-0.983, 1.530, -0.188], [2.431, -0.600, 0.741], [1.230, -2.072, 0.212], [1.976, -1.429, -1.069], [1.031, 2.317, 0.265], [2.144, 1.328, -0.708], [2.293, 0.925, 1.033], [-1.092, -2.033, -0.416], [-3.411, -1.509, -0.067], [-3.394, 0.190, 0.590], [-1.425, 2.572, -0.168]], "nbo_charge": [-0.68, 0.11, -0.63, -0.19, -0.23, -0.32, 0.28, 0.24, 0.23, 0.25, 0.26, 0.22, 0.20, 0.23, 0.17, 0.22, -0.35]}

---

> What is the formula in the eleventh record?

C7H9N

---

> Which formula does entry 12 have?

C7H9N